1.
Below is CCl3FS as an isolated structure at a distorted geometry, with properties calculated with ωB97M-V/def2-TZVPD.

relative energy (zero: lowest compared OMol25 entry of this formula, charge and spin): 2.950 eV
HOMO energy (alpha / beta): -9.7227 / -9.4186 eV
frontier orbital gap (alpha / beta): 8.10 / 7.18 eV

Geometry as ORCA input:
```
! wB97M-V def2-TZVPD RIJCOSX def2/J DEFGRID3
* xyz 0 1
C 1.533 -0.174 -0.378
F 2.326 -0.369 0.804
S -1.912 0.593 0.520
Cl 0.052 -0.963 -0.305
Cl 1.567 1.522 -0.621
Cl -3.567 -0.609 -0.020
*
```

Now the Löwdin charges, all in e:
1 C -1.08
2 F -0.16
3 S 0.03
4 Cl 0.61
5 Cl 0.65
6 Cl -0.05

=====

2.
Below is CCl3N3O12Zr as an isolated structure at a distorted geometry, with properties calculated with ωB97M-V/def2-TZVPD.

HOMO energy: 4.1869 eV
frontier orbital gap: 5.51 eV

Geometry as ORCA input:
```
! wB97M-V def2-TZVPD RIJCOSX def2/J DEFGRID3
* xyz -4 1
Zr 0.452 0.035 -0.868
C 2.954 1.513 0.970
O 3.993 2.069 0.485
O 2.630 1.647 2.176
O 2.036 0.905 0.256
Cl 0.824 1.670 -2.918
Cl -0.258 -2.209 -2.462
Cl -1.002 2.359 0.285
N -1.935 -0.753 1.552
O -1.762 -0.319 2.663
O -1.173 -0.830 0.558
O -3.167 -0.995 1.270
N -2.797 0.612 -2.394
O -1.779 0.402 -1.788
O -3.053 1.664 -3.046
O -3.883 -0.074 -2.415
N 2.025 -1.987 1.409
O 1.217 -2.518 2.158
O 3.091 -1.595 1.850
O 1.587 -1.598 0.260
*
```

Atomic partial charges in e from the Löwdin method, atoms 1 to 8:
1 Zr 1.47
2 C -0.94
3 O -0.16
4 O -0.12
5 O -0.32
6 Cl -0.31
7 Cl -0.39
8 Cl -0.32

=====

3.
Below is CCl4OS as an isolated structure at a distorted geometry, with properties calculated with ωB97M-V/def2-TZVPD.

relative energy (zero: lowest compared OMol25 entry of this formula, charge and spin): 1.950 eV
HOMO energy (alpha / beta): -9.1629 / -9.1617 eV
frontier orbital gap (alpha / beta): 7.91 / 7.90 eV

Geometry as ORCA input:
```
! wB97M-V def2-TZVPD RIJCOSX def2/J DEFGRID3
* xyz 0 1
C -1.042 -0.638 -0.001
O 2.186 -0.748 -1.226
S 1.393 -0.750 -0.012
Cl -1.379 0.768 0.919
Cl -1.582 -0.506 -1.632
Cl -1.462 -2.014 0.750
Cl 1.477 1.240 0.597
*
```

Now the Löwdin charges, all in e:
1 C -1.89
2 O -0.57
3 S 0.54
4 Cl 0.53
5 Cl 0.58
6 Cl 0.65
7 Cl 0.17

=====

4.
Below is one molecule with the formula CCl4OS at a distorted geometry, with properties calculated with ωB97M-V/def2-TZVPD.

relative energy (zero: lowest compared OMol25 entry of this formula, charge and spin): 1.171 eV
HOMO energy: -10.3108 eV
frontier orbital gap: 9.76 eV

Geometry as ORCA input:
```
! wB97M-V def2-TZVPD RIJCOSX def2/J DEFGRID3
* xyz 0 1
C -0.671 -0.258 -0.058
O 0.845 1.764 0.576
S 1.112 0.362 0.872
Cl -0.433 -0.590 -1.742
Cl -1.281 -1.792 0.774
Cl -1.820 0.981 0.165
Cl 2.248 -0.468 -0.588
*
```

Now the Löwdin charges, all in e:
1 C -1.77
2 O -0.60
3 S 0.54
4 Cl 0.53
5 Cl 0.45
6 Cl 0.62
7 Cl 0.23

=====

5.
Below is CClF2O2S as an isolated structure at a distorted geometry, with properties calculated with ωB97M-V/def2-TZVPD.

relative energy (zero: lowest compared OMol25 entry of this formula, charge and spin): 0.855 eV
HOMO energy: -4.2671 eV
frontier orbital gap: 7.95 eV

Geometry as ORCA input:
```
! wB97M-V def2-TZVPD RIJCOSX def2/J DEFGRID3
* xyz -1 1
C 0.083 0.506 0.656
O 0.612 -0.265 -2.080
O -0.933 -1.842 -1.060
F -0.393 1.557 0.023
F 1.359 0.810 0.997
S 0.327 -1.102 -0.931
Cl -1.055 0.336 2.396
*
```

Now the Löwdin charges, all in e:
1 C -0.75
2 O -0.51
3 O -0.53
4 F -0.02
5 F -0.05
6 S 0.69
7 Cl 0.17

=====

6.
Below is one molecule with the formula CClFOS at a distorted geometry, with properties calculated with ωB97M-V/def2-TZVPD.

relative energy (zero: lowest compared OMol25 entry of this formula, charge and spin): 3.978 eV
HOMO energy: -9.8660 eV
frontier orbital gap: 8.92 eV

Geometry as ORCA input:
```
! wB97M-V def2-TZVPD RIJCOSX def2/J DEFGRID3
* xyz 0 1
C 0.687 -0.218 1.349
O -0.392 0.180 0.954
F -0.742 0.236 -1.953
S -1.160 0.594 -0.394
Cl 1.607 -0.792 0.043
*
```

Now the Löwdin charges, all in e:
1 C -0.62
2 O -0.58
3 F -0.48
4 S 1.01
5 Cl 0.66

=====

| no. | total energy (eV) |
| --- | --- |
| 1 | -52153.25342 |
| 2 | -68912.40534 |
| 3 | -64007.05027 |
| 4 | -64007.82970 |
| 5 | -33925.28476 |
| 6 | -29155.07325 |